{
  "formula": "C6H8N2P",
  "method": "the ωB97M-V functional and the def2-TZVPD basis",
  "orbital_gap_ev": [7.7, 7.7],
  "total_charge": 1,
  "de_lowest_kj_mol": 176.8,
  "smiles": "C[n+]1cc2cccn2[pH]1",
  "homo_ev": [-12.70, -12.70],
  "lumo_energy_ev": [-5.03, -5.03],
  "elements": ["H", "H", "N", "H", "H", "C", "H", "C", "P", "H", "C", "C", "N", "H", "H", "C", "C"],
  "coordinates": [[-3.076, 2.180, 0.032], [2.917, 0.268, 0.800], [1.168, 0.109, -0.059], [2.984, -0.810, -0.526], [-4.253, -0.216, -0.411], [2.610, 0.093, -0.225], [0.635, 1.794, 1.136], [-3.199, -0.066, -0.209], [0.328, 1.834, -0.175], [0.456, -1.974, 0.051], [-2.778, 1.190, -0.170], [-2.172, -1.051, 0.150], [-1.060, 0.944, 0.037], [2.806, 0.872, -0.975], [-2.444, -2.027, -0.083], [-0.972, -0.393, 0.162], [0.315, -0.886, 0.076]],
  "forces_ev_per_a": [[-0.473, 0.771, -0.393], [1.068, 0.584, -0.155], [-1.098, -0.957, -1.321], [0.762, -2.422, -0.911], [0.078, -0.531, 0.263], [-1.366, 2.063, 0.923], [0.661, 1.038, 1.835], [-0.122, -0.317, 1.144], [0.660, -1.962, -0.476], [0.803, 0.547, 0.158], [5.612, -0.898, 0.443], [-1.389, 2.398, -2.023], [-5.838, 1.472, -0.361], [0.611, -0.193, 0.618], [0.381, -1.906, 0.372], [-2.355, -0.679, 0.234], [2.006, 0.992, -0.350]]
}

{
  "formula": "C6H8N2P",
  "method": "the ωB97M-V functional and the def2-TZVPD basis",
  "orbital_gap_ev": [6.3, 6.3],
  "total_charge": 1,
  "de_lowest_kj_mol": 255.9,
  "homo_ev": [-12.59, -12.59],
  "lumo_energy_ev": [-6.25, -6.25],
  "elements": ["C", "H", "H", "C", "H", "C", "C", "H", "C", "H", "H", "N", "P", "N", "H", "C", "H"],
  "coordinates": [[-1.840, 2.177, 0.549], [0.626, -1.240, 1.761], [2.020, 1.160, -0.790], [-0.512, 0.439, 0.766], [2.019, -2.736, -1.779], [0.400, -0.616, 0.889], [1.406, -3.026, -0.934], [-2.496, 2.920, 0.793], [-1.457, 1.234, 1.469], [-1.292, 2.328, -1.685], [0.350, -2.939, -0.902], [-0.371, 0.960, -0.489], [0.946, 0.287, -1.396], [1.221, -0.876, -0.098], [1.840, -3.243, 0.053], [-1.139, 1.995, -0.685], [-1.719, 1.174, 2.479]],
  "forces_ev_per_a": [[1.041, -0.440, -1.002], [-0.968, 0.304, 0.081], [-1.176, -0.618, -0.875], [0.424, -0.274, 1.229], [-0.109, -0.491, -0.063], [0.693, -1.314, 1.536], [0.592, 3.613, 2.733], [-1.678, 1.826, 0.124], [1.652, -0.613, -1.917], [-0.029, 0.876, -0.238], [-0.908, -0.690, -0.720], [1.012, -0.815, -1.054], [1.723, 0.303, 0.681], [-0.072, -1.011, -2.204], [0.182, -0.653, -0.878], [-1.877, 0.237, 1.402], [-0.503, -0.240, 1.164]]
}

{
  "formula": "C6H8N2P2",
  "method": "the ωB97M-V functional and the def2-TZVPD basis",
  "orbital_gap_ev": [6.9, 7.0],
  "de_lowest_kj_mol": 293.3,
  "homo_ev": [-7.45, -7.45],
  "lumo_energy_ev": [-0.56, -0.50],
  "elements": ["H", "H", "C", "C", "P", "H", "N", "H", "H", "H", "H", "N", "C", "C", "H", "P", "C", "C"],
  "coordinates": [[-2.009, -1.809, -0.793], [-0.737, 1.123, 3.297], [1.811, -1.115, -1.323], [0.412, 2.214, 1.902], [0.136, 0.629, 0.077], [2.896, -1.185, -1.527], [1.019, 1.830, 0.877], [-2.034, 0.578, 0.869], [1.375, -1.640, -3.350], [0.923, 3.070, 2.538], [-1.794, 2.316, 2.278], [-1.055, 0.500, 1.271], [1.040, -1.580, -2.366], [-0.983, -1.738, -1.130], [-1.028, -1.873, -3.093], [1.292, -1.191, 0.359], [-0.924, 1.554, 2.352], [-0.341, -1.683, -2.237]],
  "forces_ev_per_a": [[0.210, 0.194, -0.015], [-0.418, -0.324, 1.298], [0.861, -2.110, -1.876], [0.542, 2.364, 2.372], [-0.573, 0.038, -1.894], [-0.526, 0.466, 0.161], [0.647, -0.012, 0.273], [1.808, -0.390, 0.577], [1.182, -0.206, -1.394], [-1.276, -1.615, -1.026], [1.414, -1.295, 0.569], [-3.204, 0.969, 1.173], [1.546, 2.098, 1.383], [1.100, 0.260, 3.989], [0.876, 0.257, -0.013], [-2.283, -0.511, -0.626], [0.467, 1.009, -3.281], [-2.374, -1.191, -1.669]]
}

{
  "formula": "C6H8N3O2",
  "method": "the ωB97M-V functional and the def2-TZVPD basis",
  "orbital_gap_ev": 8.4,
  "total_charge": 1,
  "de_lowest_kj_mol": 375.0,
  "smiles": "C=CN(N=O)/C(C)=C\\[NH+]=C=O",
  "homo_ev": -13.06,
  "lumo_energy_ev": -4.64,
  "elements": ["O", "N", "C", "H", "H", "C", "C", "H", "H", "H", "C", "N", "O", "H", "N", "C", "C", "H", "H"],
  "coordinates": [[-1.354, -0.869, -2.059], [-0.297, -0.539, -0.173], [1.536, -0.034, 1.329], [0.885, 2.341, 0.971], [-0.450, 3.578, -0.163], [0.309, 1.772, 0.283], [-0.663, -2.989, -0.257], [-0.772, -3.804, 0.301], [1.315, 0.206, 2.339], [-0.778, -3.151, -1.277], [-0.386, -1.873, 0.372], [-0.725, -0.114, -1.341], [-1.447, 2.621, -2.708], [1.635, -1.145, 1.298], [-0.573, 2.560, -0.455], [0.481, 0.445, 0.395], [-1.056, 2.551, -1.638], [2.638, 0.265, 1.198], [-0.297, -1.820, 1.583]],
  "forces_ev_per_a": [[0.837, 0.587, 1.010], [0.395, -1.097, -0.425], [2.574, -1.521, -0.024], [0.449, 0.649, 0.031], [-0.582, -1.343, -0.274], [0.991, -2.220, 0.704], [0.472, 2.564, -0.899], [-0.345, -3.264, 2.412], [-0.376, 0.290, 1.017], [-0.156, 0.268, -1.648], [-0.144, 1.222, 3.295], [-1.921, -0.160, -2.270], [0.100, 0.064, 1.488], [-0.241, 0.926, -0.055], [-0.753, 3.513, -0.514], [0.530, 0.986, 1.202], [0.361, -1.407, -1.300], [-1.836, 0.245, -0.429], [-0.355, -0.302, -3.320]]
}

{
  "formula": "C6H8N3OS",
  "method": "the ωB97M-V functional and the def2-TZVPD basis",
  "orbital_gap_ev": [7.3, 7.3],
  "total_charge": 1,
  "de_lowest_kj_mol": 143.2,
  "homo_ev": [-10.76, -10.76],
  "lumo_energy_ev": [-3.43, -3.43],
  "elements": ["H", "C", "N", "C", "H", "H", "C", "C", "H", "C", "H", "O", "S", "H", "H", "C", "H", "N", "N"],
  "coordinates": [[1.950, -2.149, 0.134], [-1.325, 0.115, -0.461], [1.163, -0.187, 0.043], [1.680, 1.093, -0.046], [1.016, 1.934, -0.105], [-2.270, 2.015, -0.274], [3.030, 1.144, -0.033], [-1.886, -1.336, -0.278], [-1.933, 1.236, 1.174], [2.134, -1.098, 0.065], [3.665, 2.000, -0.116], [-2.998, -1.755, -0.418], [3.707, -0.432, 0.055], [-0.496, -2.618, 0.709], [-3.184, 0.693, 0.202], [-0.169, -0.414, 0.385], [-1.121, 0.406, -1.489], [-0.728, -1.749, 0.256], [-2.234, 1.104, 0.198]],
  "forces_ev_per_a": [[-0.119, -0.213, 0.065], [0.977, -0.756, 0.152], [0.977, -0.535, -0.029], [0.549, 0.445, -0.090], [-0.142, 0.088, 0.101], [-0.022, -0.227, 0.141], [-0.312, -0.659, -0.226], [-0.405, 0.610, -0.401], [0.036, -0.103, -0.168], [0.188, 0.255, -0.151], [0.056, 0.314, 0.024], [-0.137, -0.130, 0.081], [-0.557, 0.122, -0.011], [-0.212, -0.040, 0.246], [0.145, 0.223, -0.022], [-1.311, 0.996, 0.681], [-0.124, 0.085, -0.014], [0.868, -0.534, -0.421], [-0.456, 0.058, 0.044]]
}

{
  "formula": "C6H8N3S",
  "method": "the ωB97M-V functional and the def2-TZVPD basis",
  "orbital_gap_ev": [7.1, 6.8],
  "total_charge": 1,
  "de_lowest_kj_mol": 424.5,
  "homo_ev": [-11.73, -11.67],
  "lumo_energy_ev": [-4.65, -4.83],
  "elements": ["N", "H", "H", "C", "H", "S", "N", "H", "C", "C", "H", "H", "C", "N", "H", "C", "C", "H"],
  "coordinates": [[-1.173, -0.883, 1.008], [-2.299, -1.395, 2.449], [1.328, -1.250, -4.202], [-1.198, 0.509, 2.913], [-0.225, -1.657, -3.462], [-0.277, -0.999, -1.105], [0.529, -1.070, -3.625], [1.687, -0.047, -2.234], [-0.246, -0.153, 0.374], [0.823, -0.560, -2.251], [0.512, 1.979, 2.827], [0.155, -0.230, -4.317], [0.397, 0.940, 1.088], [1.529, 1.466, 0.720], [-1.638, 0.565, 3.858], [-0.143, 1.219, 2.411], [-1.620, -0.593, 2.168], [1.859, 2.158, 1.379]],
  "forces_ev_per_a": [[0.396, -0.441, -1.680], [-0.310, 0.724, 1.000], [0.747, -1.799, 0.176], [1.341, 0.317, -0.430], [-1.560, -2.509, -0.947], [0.140, -0.114, -0.389], [-0.329, 6.158, -0.902], [2.643, 1.851, 0.655], [-0.489, 0.315, 0.855], [-1.149, -1.064, -1.311], [-0.852, 0.087, 0.951], [0.276, -2.055, 2.235], [0.772, -0.669, 0.006], [-0.271, -0.388, -1.264], [-0.253, 0.776, 1.461], [-0.249, -0.199, -0.719], [-0.909, -1.188, 0.096], [0.058, 0.198, 0.207]]
}

Repeat the fourth record exactly.
{
  "formula": "C6H8N3O2",
  "method": "the ωB97M-V functional and the def2-TZVPD basis",
  "orbital_gap_ev": 8.4,
  "total_charge": 1,
  "de_lowest_kj_mol": 375.0,
  "smiles": "C=CN(N=O)/C(C)=C\\[NH+]=C=O",
  "homo_ev": -13.06,
  "lumo_energy_ev": -4.64,
  "elements": ["O", "N", "C", "H", "H", "C", "C", "H", "H", "H", "C", "N", "O", "H", "N", "C", "C", "H", "H"],
  "coordinates": [[-1.354, -0.869, -2.059], [-0.297, -0.539, -0.173], [1.536, -0.034, 1.329], [0.885, 2.341, 0.971], [-0.450, 3.578, -0.163], [0.309, 1.772, 0.283], [-0.663, -2.989, -0.257], [-0.772, -3.804, 0.301], [1.315, 0.206, 2.339], [-0.778, -3.151, -1.277], [-0.386, -1.873, 0.372], [-0.725, -0.114, -1.341], [-1.447, 2.621, -2.708], [1.635, -1.145, 1.298], [-0.573, 2.560, -0.455], [0.481, 0.445, 0.395], [-1.056, 2.551, -1.638], [2.638, 0.265, 1.198], [-0.297, -1.820, 1.583]],
  "forces_ev_per_a": [[0.837, 0.587, 1.010], [0.395, -1.097, -0.425], [2.574, -1.521, -0.024], [0.449, 0.649, 0.031], [-0.582, -1.343, -0.274], [0.991, -2.220, 0.704], [0.472, 2.564, -0.899], [-0.345, -3.264, 2.412], [-0.376, 0.290, 1.017], [-0.156, 0.268, -1.648], [-0.144, 1.222, 3.295], [-1.921, -0.160, -2.270], [0.100, 0.064, 1.488], [-0.241, 0.926, -0.055], [-0.753, 3.513, -0.514], [0.530, 0.986, 1.202], [0.361, -1.407, -1.300], [-1.836, 0.245, -0.429], [-0.355, -0.302, -3.320]]
}